{
  "formula": "C30H52BrN3P2PdS",
  "method": "the ωB97M-V functional and the def2-TZVPD basis",
  "species": ["N", "C", "C", "C", "C", "C", "C", "Pd", "P", "C", "C", "C", "C", "C", "C", "C", "Br", "H", "H", "H", "H", "H", "H", "H", "H", "H", "H", "P", "C", "C", "H", "H", "H", "H", "H", "C", "C", "H", "H", "H", "H", "H", "C", "C", "H", "H", "H", "H", "H", "C", "C", "H", "H", "H", "H", "H", "C", "C", "H", "H", "H", "H", "H", "C", "C", "H", "H", "H", "H", "H", "C", "C", "N", "C", "S", "N", "C", "C", "H", "H", "H", "H", "H", "H", "H", "H", "H", "H", "H", "H"],
  "coordinates": [[-3.451, 2.761, -9.452], [-2.377, 1.960, -9.524], [-1.820, 1.353, -8.396], [-2.366, 1.577, -7.107], [-3.494, 2.444, -7.058], [-3.999, 2.981, -8.260], [-1.780, 0.977, -5.912], [0.323, -0.194, 0.225], [-2.068, -2.507, 3.592], [-2.282, 1.093, -4.651], [-1.832, 0.347, -3.513], [-2.642, 0.069, -2.374], [-2.140, -0.743, -1.337], [-0.804, -1.278, -1.465], [-0.043, -1.025, -2.638], [-0.544, -0.220, -3.627], [0.208, -2.835, -0.619], [-0.902, 0.355, -6.151], [-3.210, 1.654, -4.529], [-0.959, 0.698, -8.542], [-3.990, 2.700, -6.137], [-1.969, 1.789, -10.526], [-4.892, 3.609, -8.257], [-3.663, 0.474, -2.371], [0.035, -0.058, -4.532], [-2.698, -0.932, -0.415], [0.951, -1.453, -2.747], [-0.083, 1.779, 1.031], [-1.676, -3.287, 2.004], [-2.255, -4.695, 1.963], [-0.584, -3.331, 1.955], [-1.996, -2.684, 1.145], [-1.825, -5.231, 1.114], [-1.990, -5.218, 2.888], [-3.344, -4.678, 1.864], [-3.450, -1.364, 3.209], [-4.323, -1.167, 4.457], [-4.044, -1.831, 2.409], [-3.067, -0.407, 2.823], [-5.203, -0.567, 4.194], [-4.664, -2.143, 4.831], [-3.768, -0.649, 5.253], [-0.647, -1.469, 4.113], [0.300, -2.291, 4.999], [-1.043, -0.607, 4.675], [-0.138, -1.075, 3.217], [1.124, -1.660, 5.344], [-0.236, -2.661, 5.880], [0.715, -3.133, 4.435], [1.159, 2.225, 2.282], [1.330, 3.732, 2.504], [2.116, 1.756, 1.979], [0.842, 1.717, 3.209], [1.984, 4.166, 1.734], [0.371, 4.278, 2.527], [1.824, 3.854, 3.478], [-1.704, 1.610, 1.855], [-2.850, 2.390, 1.218], [-1.551, 1.847, 2.920], [-1.924, 0.531, 1.797], [-2.651, 3.473, 1.212], [-3.027, 2.037, 0.192], [-3.771, 2.205, 1.787], [-0.148, 2.981, -0.328], [1.194, 3.447, -0.894], [-0.740, 3.838, 0.023], [-0.731, 2.511, -1.139], [1.020, 3.724, -1.942], [1.573, 4.329, -0.363], [1.959, 2.661, -0.884], [4.889, -4.153, 0.808], [4.962, -2.645, 0.626], [3.656, -1.986, 0.760], [3.619, -0.632, 0.650], [2.551, 0.142, -0.457], [4.532, 0.147, 1.281], [5.077, -0.096, 2.650], [6.376, 0.649, 2.905], [4.622, -4.392, 1.844], [5.887, -4.551, 0.590], [4.179, -4.649, 0.137], [5.619, -2.214, 1.384], [5.403, -2.414, -0.360], [2.898, -2.451, 0.245], [4.369, 1.137, 1.083], [4.350, 0.266, 3.400], [5.227, -1.170, 2.799], [6.244, 1.734, 2.901], [6.712, 0.368, 3.911], [7.157, 0.370, 2.194]],
  "forces_ev_per_angstrom": [[2.0, -2.1, 3.8], [-0.1, 0.1, -2.0], [-0.5, 0.2, 0.5], [-1.0, 1.3, -0.9], [0.9, -0.5, -1.4], [-1.4, 1.1, -0.2], [0.2, -0.4, 0.6], [1.1, -2.0, -0.8], [0.1, 2.3, -1.8], [-1.1, 0.4, -2.0], [0.9, -1.2, 0.7], [0.9, 0.0, -0.2], [1.0, -0.4, 0.1], [0.3, -0.1, -1.2], [-0.1, 0.4, 0.3], [-0.4, 0.1, 0.3], [-1.2, 0.6, 0.1], [-0.5, 0.3, 0.3], [0.3, 0.0, 0.1], [-0.3, 0.3, -0.1], [-0.2, 0.1, -0.1], [0.0, 0.0, 0.3], [0.1, 0.0, 0.1], [0.5, -0.2, 0.4], [0.0, 0.0, 0.4], [-0.1, -0.1, -0.5], [-0.3, 0.0, 0.0], [-0.2, 1.5, 0.3], [0.6, -0.6, 0.5], [0.0, -0.3, -0.1], [-0.1, -0.1, 0.1], [-0.2, 0.2, 0.5], [-0.2, -0.1, 0.1], [-0.1, -0.2, -0.3], [0.1, -0.1, 0.0], [-0.7, -0.7, 0.5], [-0.2, 0.2, 0.1], [0.2, 0.0, 0.2], [0.2, -0.4, 0.3], [0.2, -0.2, 0.2], [0.0, 0.4, 0.0], [-0.2, -0.2, -0.2], [-0.1, -0.2, 0.9], [0.1, 0.1, 0.0], [0.0, -0.3, -0.2], [-0.3, -0.3, -0.1], [-0.1, -0.2, 0.0], [0.2, 0.0, -0.2], [0.0, 0.0, 0.2], [0.3, -0.2, 0.0], [0.2, 0.2, 0.3], [-0.5, 0.3, 0.2], [0.1, 0.1, -0.3], [-0.3, -0.1, 0.3], [0.4, -0.2, 0.0], [-0.2, 0.2, -0.3], [0.0, -0.1, 0.2], [-0.3, 0.1, 0.0], [-0.2, 0.0, -0.3], [0.1, 0.4, 0.1], [-0.2, -0.4, 0.0], [0.1, 0.2, 0.2], [0.2, 0.2, -0.2], [-0.5, 0.2, 0.0], [0.1, 0.2, -0.2], [0.1, -0.1, -0.1], [0.0, 0.0, 0.4], [0.2, 0.1, 0.3], [-0.1, -0.3, -0.2], [-0.2, 0.3, 0.0], [0.0, 0.1, 0.3], [1.0, -0.6, 0.0], [-0.9, 1.2, -0.6], [1.7, -0.8, 1.0], [-0.5, 0.4, -0.3], [-1.8, -0.2, -0.4], [0.3, -0.1, 0.4], [0.2, -0.1, 0.0], [0.1, -0.1, -0.3], [-0.3, 0.0, 0.1], [0.1, 0.2, 0.0], [0.0, -0.3, -0.3], [-0.3, 0.1, 0.3], [0.5, 0.3, 0.3], [0.4, -0.3, 0.0], [0.0, -0.3, -0.5], [-0.2, 0.4, 0.0], [0.0, -0.1, -0.1], [0.0, 0.1, -0.2], [-0.1, 0.1, 0.1]],
  "lowdin_spin": [0.736, 0.075, 0.055, -0.012, 0.058, 0.079, 0.039, 0.827, 0.612, -0.024, 0.030, 0.000, 0.037, 0.028, 0.028, -0.009, 0.025, 0.002, -0.001, 0.006, 0.005, 0.014, 0.017, 0.000, -0.001, 0.003, 0.000, 0.197, 0.089, 0.019, 0.002, 0.014, 0.000, 0.005, 0.000, 0.085, 0.014, 0.000, 0.016, 0.000, 0.003, 0.000, 0.100, 0.013, 0.000, 0.023, 0.000, 0.003, 0.001, 0.032, 0.014, 0.002, 0.001, 0.000, 0.000, 0.003, 0.066, 0.007, 0.006, 0.020, 0.000, 0.001, 0.001, 0.022, 0.003, 0.006, 0.003, 0.000, 0.000, 0.003, 0.001, 0.003, 0.019, 0.064, 0.459, 0.033, 0.007, 0.001, 0.000, 0.000, 0.000, 0.000, 0.001, 0.004, 0.005, 0.001, 0.000, 0.000, 0.000, 0.000],
  "spin_multiplicity": 5,
  "charge": 4,
  "e_above_lowest_kj_mol": 49.75,
  "max_force_ev_per_a": 4.8,
  "gap_ev": [6.98, 4.87],
  "lumo_ha": [-0.3986, -0.4908]
}

{
  "formula": "C7H9N",
  "method": "the ωB97M-V functional and the def2-TZVPD basis",
  "species": ["C", "C", "C", "N", "C", "C", "H", "H", "H", "H", "H", "C", "C", "H", "H", "H", "H"],
  "coordinates": [[0.572, 0.903, 1.313], [1.231, 1.173, 0.063], [1.571, 0.193, -0.804], [1.180, -1.064, -0.732], [0.300, -1.227, 0.362], [0.039, -0.460, 1.495], [0.284, 1.740, 2.087], [1.395, 2.202, -0.165], [2.323, 0.442, -1.715], [-0.096, -2.133, 0.626], [-0.882, -0.905, 2.123], [-2.360, -0.355, -0.510], [-1.789, 0.692, -1.019], [-2.375, -1.304, -0.884], [-3.174, -0.154, 0.300], [-0.990, 0.284, -1.753], [-2.129, 1.763, -0.892]],
  "forces_ev_per_angstrom": [[-1.7, -0.5, 0.5], [-1.6, 1.2, 3.8], [2.5, -0.8, -3.5], [-2.4, 0.1, 2.8], [2.5, 0.3, 0.1], [-0.4, 2.5, -1.6], [0.9, -1.6, -1.8], [0.6, 0.5, -0.1], [-2.0, -0.5, 2.1], [-0.8, -3.0, -1.1], [2.7, 1.6, -0.8], [-4.2, 2.5, 3.6], [1.8, 0.3, -2.7], [0.9, -2.5, -0.7], [1.2, -0.6, -1.4], [-1.2, 2.0, 0.7], [1.1, -1.5, 0.1]],
  "nbo_charge": [-0.140, -0.298, 0.042, -0.414, 0.013, -0.275, 0.226, 0.225, 0.196, 0.182, 0.247, -0.388, -0.412, 0.196, 0.171, 0.207, 0.221],
  "spin_multiplicity": 1,
  "charge": 0,
  "e_above_lowest_kj_mol": 392.75,
  "smiles": "c1ccncc1.C=C",
  "max_force_ev_per_a": 6.1,
  "gap_ev": 9.93,
  "lumo_ha": 0.0209
}

{
  "formula": "C4H14NO5P3",
  "method": "the ωB97M-V functional and the def2-TZVPD basis",
  "species": ["N", "P", "P", "P", "O", "O", "H", "H", "H", "H", "H", "H", "C", "C", "O", "C", "O", "O", "C", "H", "H", "H", "H", "H", "H", "H", "H"],
  "coordinates": [[-2.678, 3.523, -2.076], [-2.692, 2.756, -3.477], [-2.940, 0.599, -3.273], [-1.769, 0.220, -1.443], [-2.868, 0.118, -0.171], [-1.067, -1.302, -1.670], [-1.801, 4.016, -1.958], [-1.456, 2.966, -4.141], [-3.794, 3.182, -4.268], [-4.304, 0.269, -3.040], [-2.589, 0.790, 0.447], [-1.296, -1.557, -2.567], [2.001, -2.428, -0.033], [0.853, -2.180, 0.923], [1.326, -1.876, 2.243], [1.800, -0.644, 2.407], [1.847, 0.216, 1.572], [2.224, -0.533, 3.667], [2.844, 0.720, 3.956], [2.664, -3.202, 0.359], [1.627, -2.742, -1.008], [2.602, -1.529, -0.170], [0.254, -3.086, 1.015], [0.194, -1.391, 0.563], [2.194, 1.552, 3.690], [3.795, 0.797, 3.429], [3.031, 0.748, 5.027]],
  "forces_ev_per_angstrom": [[-0.1, -0.5, -1.1], [-0.1, 1.5, 2.9], [0.0, -1.7, -1.0], [1.0, 1.1, 1.4], [0.5, -1.0, -1.7], [-1.5, 1.1, 0.1], [0.0, 0.1, 0.2], [-0.6, -0.5, -0.6], [0.5, -0.5, -0.4], [0.2, 0.6, 0.1], [0.1, 0.4, 0.4], [0.0, -0.6, -0.3], [0.3, 0.1, 0.1], [-0.1, -0.2, -0.5], [-0.1, -0.1, 0.1], [0.0, -0.4, 0.2], [0.0, 0.3, -0.2], [0.0, 0.1, 0.1], [0.2, 0.2, 0.2], [-0.1, -0.1, 0.0], [-0.1, 0.0, 0.0], [-0.1, 0.0, 0.0], [0.0, 0.0, 0.3], [0.1, 0.1, 0.1], [0.0, 0.0, -0.1], [-0.1, 0.1, -0.1], [-0.1, -0.2, 0.0]],
  "nbo_charge": [-1.303, 1.033, -0.273, 1.105, -0.970, -0.971, 0.370, -0.015, -0.032, 0.058, 0.506, 0.494, -0.639, -0.070, -0.494, 0.980, -0.647, -0.495, -0.257, 0.208, 0.220, 0.224, 0.191, 0.197, 0.196, 0.188, 0.194],
  "spin_multiplicity": 1,
  "charge": 0,
  "smiles": "N=[PH2][PH]#P(O)O.CCOC(=O)OC",
  "max_force_ev_per_a": 3.2,
  "gap_ev": 8.83,
  "lumo_ha": 0.0116
}

{
  "formula": "C2H3ClO2S",
  "method": "the ωB97M-V functional and the def2-TZVPD basis",
  "species": ["C", "C", "O", "O", "S", "Cl", "H", "H", "H"],
  "coordinates": [[0.581, 0.127, -0.928], [-0.284, 0.514, 0.276], [-0.264, -2.028, 0.452], [0.063, 0.449, 1.594], [-0.832, -1.053, -0.465], [-1.182, 1.949, -0.356], [0.631, 0.909, -1.627], [1.458, -0.405, -0.881], [-0.172, -0.463, 1.936]],
  "forces_ev_per_angstrom": [[-1.8, 0.1, 2.0], [0.9, 0.2, -1.1], [0.7, -1.3, 0.9], [-0.5, -0.5, -0.3], [-0.7, 1.8, -1.5], [-0.3, -0.3, 1.2], [-0.5, 0.3, -1.4], [2.0, -1.3, 0.8], [0.3, 1.0, -0.6]],
  "nbo_charge": [-0.601, 0.079, -0.959, -0.671, 1.197, -0.041, 0.248, 0.236, 0.512],
  "spin_multiplicity": 1,
  "charge": 0,
  "e_above_lowest_kj_mol": 172.49,
  "max_force_ev_per_a": 2.7,
  "gap_ev": 10.51,
  "lumo_ha": 0.0229
}

{
  "formula": "CN5O3",
  "method": "the ωB97M-V functional and the def2-TZVPD basis",
  "species": ["C", "N", "N", "N", "N", "N", "O", "O", "O"],
  "coordinates": [[-6.334, -0.289, 0.121], [-6.279, 0.070, 1.254], [1.981, 0.232, -1.244], [3.756, -0.120, 1.069], [4.390, -0.843, 0.508], [1.990, 1.089, -0.535], [1.941, 2.046, 0.110], [4.971, -1.504, -0.250], [-6.417, -0.681, -1.032]],
  "forces_ev_per_angstrom": [[-0.1, 0.1, 0.9], [0.1, -0.1, -0.6], [0.2, -0.8, -0.1], [0.1, -0.1, 1.1], [-1.2, 1.3, -0.3], [-0.6, -0.7, -1.6], [0.1, 1.6, 1.5], [1.2, -1.4, -0.7], [0.1, 0.0, -0.3]],
  "nbo_charge": [0.596, -0.820, -0.106, -0.098, 0.432, 0.434, -0.328, -0.335, -0.775],
  "spin_multiplicity": 1,
  "charge": -1,
  "e_above_lowest_kj_mol": 0.00,
  "max_force_ev_per_a": 2.2,
  "gap_ev": 5.70,
  "lumo_ha": 0.0877
}

Among the records above, which one has the highest charge?
C30H52BrN3P2PdS